Record 1
Here is 2 unconnected molecules or ions with the total composition CH5O3 from OMol25. Energies are from wB97M-V/def2-TZVPD.

```
9
Properties=species:S:1:pos:R:3:forces:R:3
O 0.977 -0.073 1.895 -0.249 -0.471 -0.159
H 1.813 -0.477 1.613 0.138 0.128 0.177
H 1.115 0.811 2.274 0.082 0.005 -0.056
H 0.241 -0.060 1.076 -0.117 0.592 0.194
O -0.532 0.400 0.071 0.713 0.118 -0.036
C -0.790 -0.143 -0.988 -0.038 -1.026 -0.015
O -0.472 0.391 -2.135 -0.484 0.957 0.284
H -1.193 -1.167 -0.990 -0.302 0.222 -0.240
H -1.160 0.316 -2.816 0.259 -0.525 -0.148
```
Forces are in eV/Å.

Results
Calculated total energy: -266.532254 Ha
Molecular weight: 65.0 g/mol
HOMO-LUMO gap: 12.90 eV
Charge: +1
2S+1: 1
Relative energy (zero: lowest compared OMol25 entry of this formula, charge and spin): 50.7 kJ/mol

In the Mulliken picture, each atom carries the following charge in e: atom 1 (O): -0.46, atom 2 (H): 0.43, atom 3 (H): 0.43, atom 4 (H): 0.47, atom 5 (O): -0.52, atom 6 (C): 0.27, atom 7 (O): -0.36, atom 8 (H): 0.35, atom 9 (H): 0.40

Record 2
Here is 10 unconnected molecules or ions with the total composition C36H70NO10 from OMol25. Energies are from wB97M-V/def2-TZVPD.

```
117
Properties=species:S:1:pos:R:3:forces:R:3
C 2.786 1.836 -4.457 0.051 -0.759 0.133
C 2.935 2.102 -3.296 -0.326 0.343 0.716
C 2.995 2.253 -1.822 0.598 -0.587 -0.511
C 3.219 0.820 -1.204 -1.050 0.202 -0.391
C 2.145 0.434 -0.128 1.763 0.255 0.148
C 2.762 0.525 1.299 -0.796 0.880 -1.206
C 1.868 1.401 2.225 0.634 -1.069 -0.600
N 2.074 0.884 3.636 0.233 0.999 -0.157
C 3.459 0.399 3.884 1.037 -1.194 0.592
C 3.910 -0.683 2.856 -0.063 0.382 -0.246
O 2.951 -0.788 1.806 0.154 0.462 0.830
H 2.615 1.284 -5.359 -0.038 0.549 -0.227
H 2.073 2.697 -1.437 0.151 0.077 -0.108
H 3.838 2.900 -1.560 -0.270 0.063 0.097
H 4.245 0.751 -0.834 -0.203 -0.238 0.022
H 3.086 0.123 -2.036 0.332 0.022 0.193
H 1.301 1.115 -0.276 -0.110 -0.375 0.264
H 1.870 -0.618 -0.255 -0.298 0.288 -0.018
H 3.734 1.037 1.224 -0.075 -0.228 0.052
H 0.825 1.289 1.921 0.033 0.079 0.474
H 2.193 2.445 2.178 -0.144 -0.169 0.019
H 1.950 1.697 4.241 -0.434 -0.375 0.310
H 1.400 0.157 3.871 -0.016 0.078 -0.039
H 4.178 1.222 3.925 -0.514 0.187 -0.233
H 3.476 -0.068 4.876 -0.184 0.307 -0.097
H 4.874 -0.375 2.424 -0.128 -0.095 0.139
H 4.060 -1.646 3.347 -0.325 0.046 -0.226
C -0.614 -1.042 -5.723 0.228 -0.019 0.022
C -0.211 0.025 -6.702 0.168 -0.003 0.030
O 0.879 0.555 -6.648 -0.034 -0.001 -0.044
C -1.221 0.414 -7.750 0.196 0.234 -0.074
H 0.208 -1.221 -5.029 -0.007 0.039 -0.012
H -1.482 -0.709 -5.154 -0.014 -0.190 -0.143
H -0.838 -1.972 -6.250 -0.167 0.051 -0.007
H -2.124 0.797 -7.272 -0.080 -0.168 -0.024
H -1.467 -0.450 -8.369 -0.164 -0.014 0.093
H -0.801 1.192 -8.385 0.012 -0.026 0.019
C -4.433 -0.208 -2.428 0.155 -0.247 -0.208
C -3.165 0.563 -2.682 0.023 0.036 -0.112
O -2.320 0.169 -3.457 -0.056 -0.005 0.168
C -2.978 1.854 -1.932 0.327 0.100 -0.086
H -4.433 -1.113 -3.033 0.025 0.042 -0.020
H -4.490 -0.486 -1.374 -0.160 0.201 0.040
H -5.298 0.398 -2.701 -0.025 0.040 0.199
H -2.975 1.662 -0.858 -0.296 0.063 0.007
H -3.779 2.549 -2.186 -0.087 -0.042 0.181
H -2.024 2.297 -2.216 -0.029 -0.030 -0.056
C -5.177 0.571 3.318 -0.194 -0.055 -0.148
C -4.324 0.922 2.131 -0.152 -0.031 -0.068
O -4.756 0.899 1.001 0.125 -0.044 0.009
C -2.889 1.305 2.412 0.131 0.062 -0.281
H -6.180 0.316 2.982 0.028 0.017 -0.021
H -4.751 -0.289 3.839 0.038 0.096 0.123
H -5.240 1.425 3.995 0.117 -0.094 0.122
H -2.373 0.474 2.899 -0.054 0.062 0.173
H -2.858 2.188 3.052 0.031 -0.108 0.143
H -2.384 1.532 1.474 -0.042 0.000 0.000
C 5.352 5.334 1.482 -0.083 -0.347 0.018
C 3.926 5.294 1.000 -0.020 0.015 -0.040
O 3.320 4.244 0.899 -0.034 -0.147 0.194
C 3.282 6.606 0.646 -0.266 -0.231 -0.078
H 5.691 4.322 1.699 0.000 0.022 -0.024
H 5.995 5.760 0.710 0.011 0.160 0.106
H 5.421 5.931 2.392 0.081 0.156 -0.115
H 3.835 7.087 -0.161 0.076 0.121 0.132
H 3.261 7.258 1.521 0.158 0.103 -0.079
H 2.260 6.431 0.315 0.029 -0.004 0.000
C -1.790 4.192 -4.845 -0.056 -0.339 0.012
C -3.240 4.245 -5.258 -0.070 -0.102 -0.022
O -3.903 3.237 -5.360 0.017 0.015 0.059
C -3.829 5.605 -5.539 -0.244 -0.166 -0.061
H -1.504 3.154 -4.677 -0.003 0.018 -0.014
H -1.160 4.607 -5.633 0.032 0.153 0.116
H -1.647 4.752 -3.919 0.092 0.150 -0.109
H -3.289 6.084 -6.358 0.083 0.113 0.128
H -3.772 6.228 -4.644 0.144 0.097 -0.082
H -4.873 5.495 -5.824 0.027 -0.018 0.007
C -5.779 -2.845 1.631 0.205 0.177 0.114
C -5.656 -3.483 2.989 0.087 0.051 0.006
O -4.856 -3.064 3.799 -0.068 -0.081 -0.122
C -6.558 -4.650 3.296 0.182 0.033 0.301
H -5.069 -2.022 1.563 -0.044 0.001 -0.041
H -5.550 -3.573 0.851 -0.201 -0.015 -0.037
H -6.788 -2.454 1.491 -0.027 -0.135 -0.142
H -6.368 -5.462 2.593 -0.163 0.051 -0.093
H -7.602 -4.341 3.231 -0.010 -0.089 -0.172
H -6.359 -5.005 4.305 0.002 0.017 -0.022
C -4.028 -2.063 6.588 0.093 0.358 0.124
C -2.782 -1.460 7.180 -0.178 0.106 0.087
O -2.695 -0.275 7.416 0.135 -0.004 -0.109
C -1.635 -2.402 7.466 0.169 0.268 0.072
H -4.769 -1.281 6.433 0.016 -0.007 0.024
H -3.797 -2.519 5.627 -0.074 -0.208 0.122
H -4.442 -2.810 7.267 0.068 -0.143 -0.131
H -1.306 -2.880 6.541 -0.114 -0.188 0.059
H -1.946 -3.161 8.184 0.005 -0.127 -0.145
H -0.803 -1.840 7.888 -0.041 0.002 0.022
C 5.650 -5.776 3.642 0.272 0.046 0.090
C 6.082 -4.705 2.671 0.137 0.012 0.006
O 7.173 -4.188 2.744 -0.066 0.067 0.031
C 5.094 -4.303 1.603 0.219 0.191 -0.044
H 6.453 -5.964 4.352 -0.004 0.018 -0.029
H 4.765 -5.449 4.191 -0.110 -0.132 -0.107
H 5.431 -6.700 3.105 -0.188 0.034 0.030
H 4.186 -3.910 2.066 -0.130 -0.199 -0.084
H 4.848 -5.161 0.976 -0.201 0.016 0.067
H 5.534 -3.528 0.978 0.012 -0.032 0.008
C 2.070 -4.306 -4.740 -0.151 -0.387 0.007
C 2.851 -4.097 -3.472 -0.007 -0.046 0.028
O 2.968 -4.960 -2.634 -0.004 0.070 0.014
C 3.482 -2.737 -3.311 0.177 -0.065 0.388
H 1.657 -5.313 -4.764 0.038 0.010 0.055
H 1.246 -3.592 -4.790 0.108 0.108 -0.135
H 2.722 -4.178 -5.606 -0.080 0.184 -0.024
H 2.709 -1.965 -3.311 0.050 0.048 -0.226
H 4.188 -2.557 -4.122 -0.137 0.151 -0.075
H 4.019 -2.695 -2.364 -0.009 -0.027 -0.019
```
Forces are in eV/Å.

Results
Calculated total energy: -2220.515038 Ha
Molecular weight: 677.0 g/mol
HOMO-LUMO gap: 7.62 eV
Charge: +1
2S+1: 1
Relative energy (zero: lowest compared OMol25 entry of this formula, charge and spin): 46.4 kJ/mol

Mulliken atomic charge list, values in e, 99 entries: atom 1 (C): -0.15, atom 2 (C): -0.88, atom 3 (C): -0.04, atom 4 (C): -0.20, atom 5 (C): -0.86, atom 6 (C): 0.36, atom 7 (C): -0.87, atom 8 (N): 0.00, atom 9 (C): -0.70, atom 10 (C): -0.24, atom 11 (O): -0.53, atom 12 (H): 0.54, atom 13 (H): 0.32, atom 14 (H): 0.14, atom 15 (H): 0.51, atom 16 (H): -0.18, atom 17 (H): 0.38, atom 18 (H): 0.37, atom 19 (H): 0.35, atom 20 (H): 0.46, atom 21 (H): 0.09, atom 22 (H): 0.36, atom 23 (H): 0.42, atom 24 (H): 0.32, atom 25 (H): 0.40, atom 26 (H): 0.29, atom 27 (H): 0.35, atom 28 (C): -0.34, atom 29 (C): 0.76, atom 30 (O): -0.54, atom 31 (C): -1.16, atom 32 (H): -0.15, atom 33 (H): 0.15, atom 34 (H): 0.41, atom 35 (H): 0.28, atom 36 (H): 0.36, atom 37 (H): 0.31, atom 38 (C): -0.92, atom 39 (C): 0.76, atom 40 (O): -0.58, atom 41 (C): -0.36, atom 42 (H): 0.33, atom 43 (H): 0.09, atom 44 (H): 0.32, atom 45 (H): -0.22, atom 46 (H): 0.28, atom 47 (H): 0.18, atom 48 (C): -1.00, atom 49 (C): 0.84, atom 50 (O): -0.53, atom 51 (C): -0.94, atom 52 (H): 0.31, atom 53 (H): 0.06, atom 54 (H): 0.46, atom 55 (H): 0.28, atom 56 (H): 0.41, atom 57 (H): 0.11, atom 58 (C): -1.17, atom 59 (C): 0.83, atom 60 (O): -0.51, atom 61 (C): -1.17, atom 62 (H): 0.26, atom 63 (H): 0.35, atom 64 (H): 0.37, atom 65 (H): 0.36, atom 66 (H): 0.36, atom 67 (H): 0.29, atom 68 (C): -0.94, atom 69 (C): 0.91, atom 70 (O): -0.55, atom 71 (C): -1.21, atom 72 (H): 0.08, atom 73 (H): 0.41, atom 74 (H): 0.33, atom 75 (H): 0.33, atom 76 (H): 0.33, atom 77 (H): 0.32, atom 78 (C): -0.82, atom 79 (C): 0.71, atom 80 (O): -0.50, atom 81 (C): -1.19, atom 82 (H): 0.00, atom 83 (H): 0.40, atom 84 (H): 0.35, atom 85 (H): 0.34, atom 86 (H): 0.34, atom 87 (H): 0.30, atom 88 (C): -0.86, atom 89 (C): 0.80, atom 90 (O): -0.58, atom 91 (C): -1.08, atom 92 (H): 0.23, atom 93 (H): 0.22, atom 94 (H): 0.42, atom 95 (H): 0.28, atom 96 (H): 0.33, atom 97 (H): 0.30, atom 98 (C): -1.09, atom 99 (C): 0.85

Record 3
Here is C3H10N2O2 in the gas phase from OMol25. Energies are from wB97M-V/def2-TZVPD.

```
17
Properties=species:S:1:pos:R:3:forces:R:3
C 0.770 -1.552 0.274 -3.395 0.911 1.438
C 0.941 0.908 0.653 -1.406 0.010 -0.015
C 0.064 -0.165 -0.174 1.927 -0.599 3.230
N -2.164 0.805 -0.300 0.421 2.296 -0.028
N -1.319 -0.235 0.255 0.679 1.752 0.904
O 2.113 1.149 -0.070 0.329 -0.048 0.546
O 0.243 0.151 -1.540 1.004 0.657 1.104
H 1.749 -1.442 0.651 1.335 0.417 -0.362
H 0.215 -1.901 1.251 0.624 0.354 -2.140
H 0.678 -2.226 -0.549 0.118 -0.873 -0.232
H 1.191 0.584 1.689 -0.312 -0.281 -0.826
H 0.394 1.848 0.788 -0.210 0.075 -0.151
H -1.570 1.702 -0.278 -1.486 -1.683 0.071
H -3.007 0.949 0.312 1.554 -0.173 -0.439
H -1.757 -1.042 -0.067 -0.400 -2.030 -0.593
H 1.869 0.826 -0.931 0.458 0.095 -1.077
H -0.410 -0.359 -1.962 -1.240 -0.879 -1.431
```
Forces are in eV/Å.

Results
Calculated total energy: -380.217414 Ha
Molecular weight: 106.1 g/mol
HOMO-LUMO gap: 9.41 eV
Charge: 0
2S+1: 1
Relative energy (zero: lowest compared OMol25 entry of this formula, charge and spin): 313.1 kJ/mol

In the Mulliken picture, each atom carries the following charge in e: atom 1 (C): -1.38, atom 2 (C): -0.55, atom 3 (C): 0.75, atom 4 (N): -0.65, atom 5 (N): -0.17, atom 6 (O): -0.52, atom 7 (O): -0.63, atom 8 (H): 0.36, atom 9 (H): 0.34, atom 10 (H): 0.33, atom 11 (H): 0.28, atom 12 (H): 0.27, atom 13 (H): 0.25, atom 14 (H): 0.26, atom 15 (H): 0.28, atom 16 (H): 0.40, atom 17 (H): 0.37

| no. | highest occupied orbital energy (eV) |
| --- | --- |
| 1 | -16.88 |
| 2 | -10.81 |
| 3 | -8.60 |